3 unconnected molecules or ions with the total composition C2H8IO2, computed with wB97M-V/def2-TZVPD.

Cartesian coordinates (Å):
I1 -12.49749 34.04668 -3.40913
O1 -10.28215 32.49942 1.10263
O2 -14.99628 30.01488 -0.93380
C1 -15.53330 30.23544 0.30515
C2 -9.71118 31.29460 0.64330
H1 -10.88992 32.88952 0.47015
H2 -8.96491 31.50826 -0.12192
H3 -14.76496 29.88889 0.99627
H4 -10.45315 30.60748 0.23658
H5 -9.18814 30.74823 1.42817
H6 -15.71306 31.29030 0.51263
H7 -16.51117 29.79408 0.49774
H8 -14.21057 30.54846 -1.07358

Properties
E_HOMO = -0.1289 hartree
total charge = -1
gap between HOMO and LUMO = 6.6 eV
DFT total energy = -14400.7822 eV
spin multiplicity = 1
energy relative to the best compared isomer or geometry (same formula, charge and spin) = 19.1 kcal per mole



A molecular structure, C2H8KN5O2, computed with wB97M-V/def2-TZVPD.

Cartesian coordinates (Å):
K1 -1.66255 0.17740 0.68099
O1 -3.39101 -2.66837 0.01195
O2 -3.08374 -0.79228 -1.01533
N1 -1.29237 -1.98650 -0.63830
N2 -2.66136 -1.86442 -0.57311
N3 -1.29855 -4.25135 0.14610
N4 1.17721 -1.67617 -0.05285
N5 0.60233 -2.95758 0.09254
C1 -0.71297 -3.09882 -0.13963
C2 0.29859 -0.34771 2.70953
H1 0.97671 -3.56499 0.80452
H2 0.79482 -1.34290 2.81876
H3 -2.30064 -4.30964 0.15585
H4 2.16428 -1.78312 -0.22365
H5 -0.24332 -0.21069 3.66372
H6 1.12098 0.39765 2.68479
H7 -0.74218 -5.03350 0.44050
H8 0.94617 -1.08171 0.77263

Properties
E_HOMO = -0.2255 hartree
gap between HOMO and LUMO = 6.0 eV
DFT total energy = -30068.7304 eV
spin multiplicity = 1



A single C2H8N molecule, computed with wB97M-V/def2-TZVPD.

Cartesian coordinates (Å):
N1 0.45666 -0.25962 -0.15373
C1 -0.86534 -0.78177 -0.52798
C2 0.50249 1.01422 0.68052
H1 1.02323 -0.05255 -1.03443
H2 -1.38249 -1.25230 0.30115
H3 1.12708 1.72814 0.15095
H4 1.01815 -0.96724 0.36906
H5 0.81910 0.68306 1.66967
H6 -1.46401 0.02387 -0.94690
H7 -0.72346 -1.52115 -1.32035
H8 -0.51142 1.38534 0.81204

Properties
E_HOMO (spin up / spin down) = -0.1301 / -0.4980 hartree
gap between HOMO and LUMO (spin up / spin down) = 4.7 / 14.3 eV
DFT total energy = -3690.2450 eV
spin multiplicity = 2
energy relative to the best compared isomer or geometry (same formula, charge and spin) = 25.8 kcal per mole
⟨S²⟩ = 0.75



A gas-phase ion, C2H8N (charge +1), computed with wB97M-V/def2-TZVPD.

Cartesian coordinates (Å):
N1 -1.21663 0.23182 -0.01669
C1 1.21350 0.18830 0.00503
C2 0.00837 -0.63577 -0.00931
H1 -1.36733 0.49604 0.98849
H2 -1.22290 0.97412 -0.76810
H3 1.46788 0.74207 -0.94630
H4 2.22020 -0.39302 0.23545
H5 0.94512 1.03544 0.64661
H6 -2.07344 -0.33685 -0.11854
H7 -0.20942 -1.38287 -0.77429
H8 -0.24698 -1.14356 0.96413

Properties
SMILES = CC[NH3+]
E_HOMO = -0.6211 hartree
total charge = +1
gap between HOMO and LUMO = 12.8 eV
DFT total energy = -3686.2824 eV
spin multiplicity = 1
energy relative to the best compared isomer or geometry (same formula, charge and spin) = 20.4 kcal per mole



A molecular structure, C2H8N2, computed with wB97M-V/def2-TZVPD.

Cartesian coordinates (Å):
N1 1.75123 -0.32736 0.52494
N2 -1.62367 0.05663 -1.01038
C1 0.27951 -0.51078 0.58680
C2 -0.43921 0.69663 -0.00288
H1 -2.20721 0.89929 -1.08914
H2 2.17466 -1.20368 0.79641
H3 -0.72930 0.49869 -1.33946
H4 2.09319 -0.12032 -0.40551
H5 0.09501 -0.65028 1.64658
H6 -1.05383 1.30165 0.66303
H7 0.40029 1.34193 -0.32306
H8 -0.07455 -1.36998 0.02024

Properties
E_HOMO = -0.3478 hartree
gap between HOMO and LUMO = 10.6 eV
DFT total energy = -5180.9510 eV
spin multiplicity = 1
energy relative to the best compared isomer or geometry (same formula, charge and spin) = 64.3 kcal per mole



2 unconnected molecules or ions with the total composition C2H8N2, computed with wB97M-V/def2-TZVPD.

Cartesian coordinates (Å):
N1 0.35342 0.41991 -2.18490
N2 -0.24197 1.03817 2.96356
C1 -0.31156 -0.98436 -0.31675
C2 0.06547 -0.78311 -1.58936
H1 -0.49676 -2.01141 -0.03840
H2 1.00483 1.11168 -1.84051
H3 0.17731 -1.69569 -2.16516
H4 0.72085 1.09212 2.65357
H5 -0.16365 -0.25431 0.46535
H6 -0.81710 1.45786 2.22695
H7 0.35935 0.49087 -3.19328
H8 -0.65018 0.11826 3.01893

Properties
SMILES = C=CN.N
E_HOMO = -0.3107 hartree
gap between HOMO and LUMO = 9.5 eV
DFT total energy = -5182.9221 eV
spin multiplicity = 1
energy relative to the best compared isomer or geometry (same formula, charge and spin) = 18.8 kcal per mole



2 unconnected molecules or ions with the total composition C2H8N2, computed with wB97M-V/def2-TZVPD.

Cartesian coordinates (Å):
N1 1.82846 0.32191 1.24152
N2 -2.36917 -0.40356 -1.56806
C1 2.23694 -0.58491 0.40026
C2 0.37096 0.75145 1.24766
H1 0.08780 1.28789 0.31771
H2 -0.30929 -0.00626 1.68347
H3 -3.37747 -0.26987 -1.87407
H4 0.47017 1.41574 2.12723
H5 1.63314 -1.44929 0.14022
H6 -1.96222 -1.18613 -2.04704
H7 -1.78162 0.40408 -1.49447
H8 3.17229 -0.28108 -0.17445

Properties
SMILES = C=NC.N
E_HOMO = -0.3241 hartree
gap between HOMO and LUMO = 9.5 eV
DFT total energy = -5181.4855 eV
spin multiplicity = 1
energy relative to the best compared isomer or geometry (same formula, charge and spin) = 51.9 kcal per mole



2 unconnected molecules or ions with the total composition C2H8N2O, computed with wB97M-V/def2-TZVPD.

Cartesian coordinates (Å):
O1 1.54483 0.31090 2.40832
N1 0.23799 0.40605 0.55085
N2 -0.20228 -1.17809 -2.23341
C1 -0.79669 1.18100 1.20467
C2 1.31774 0.00796 1.24757
H1 0.00783 -0.11483 -0.29447
H2 0.50678 -1.85798 -2.51716
H3 -1.66106 1.19907 0.54410
H4 -0.44094 2.19204 1.40479
H5 -1.06861 0.73552 2.16362
H6 -1.06526 -1.71348 -2.07007
H7 -0.37857 -0.57136 -3.04084
H8 1.99824 -0.59679 0.63203

Properties
E_HOMO (spin up / spin down) = 0.0344 / -0.2243 hartree
total charge = -1
gap between HOMO and LUMO (spin up / spin down) = 3.1 / 9.9 eV
DFT total energy = -7230.8141 eV
spin multiplicity = 2
energy relative to the best compared isomer or geometry (same formula, charge and spin) = 0.0 kcal per mole
⟨S²⟩ = 0.75



2 unconnected molecules or ions with the total composition C2H8N2O, computed with wB97M-V/def2-TZVPD.

Cartesian coordinates (Å):
O1 1.05270 -0.18534 -5.66548
N1 -0.60250 -0.11800 3.05861
N2 0.70458 0.34316 1.11250
C1 0.53197 0.22212 2.35979
C2 -0.36082 0.03330 0.17791
H1 -0.51839 0.93380 -0.40083
H2 0.40019 -0.87948 -5.52982
H3 1.36105 0.46356 3.00953
H4 -1.29363 -0.30680 0.65321
H5 -1.52364 -0.16507 2.63389
H6 0.97708 0.47202 -4.97124
H7 -0.59419 -0.01278 4.05959
H8 -0.13440 -0.80048 -0.49765

Properties
E_HOMO (spin up / spin down) = 0.0454 / -0.1920 hartree
total charge = -1
gap between HOMO and LUMO (spin up / spin down) = 2.2 / 9.2 eV
DFT total energy = -7229.6527 eV
spin multiplicity = 2
energy relative to the best compared isomer or geometry (same formula, charge and spin) = 26.8 kcal per mole
⟨S²⟩ = 0.75



A single C2H8N2O molecule, computed with wB97M-V/def2-TZVPD.

Cartesian coordinates (Å):
O1 0.44439 0.90657 -1.24259
N1 1.65174 -1.21480 0.13347
N2 0.15391 0.54850 0.10981
C1 -1.47760 0.74796 0.28137
C2 0.10170 -0.86860 0.18231
H1 -1.64346 0.93015 1.34457
H2 1.02499 1.67834 -1.11777
H3 -0.35010 -1.38622 -0.66542
H4 2.06869 -0.92245 -0.74691
H5 -0.21916 -1.24170 1.15323
H6 -2.16391 -0.02287 -0.07901
H7 2.12975 -0.80428 0.93165
H8 -1.72095 1.64940 -0.28470

Properties
SMILES = CN(O)CN
E_HOMO = -0.3225 hartree
gap between HOMO and LUMO = 9.8 eV
DFT total energy = -7228.4386 eV
spin multiplicity = 1
energy relative to the best compared isomer or geometry (same formula, charge and spin) = 89.7 kcal per mole



no.,maximum force (eV Å⁻¹),M (g mol⁻¹)
1,2.27,191.0
2,1.92,173.2
3,1.37,46.1
4,3.30,46.1
5,3.90,60.1
6,1.76,60.1
7,3.61,60.1
8,0.54,76.1
9,0.86,76.1
10,6.45,76.1